(1)
70
Properties=species:S:1:pos:R:3:forces:R:3:lowdin_charge:R:1 method="wB97M-V/def2-TZVPD" max_force_ev_per_a=1.7 energy_ev=-80385.611 smiles="O=C1OC[C@@H](F)O1.O=C1OC[C@@H](F)O1.O=C1OC[C@@H](F)O1.O=C1OC[C@@H](F)O1.O=C1OC[C@@H](F)O1.O=C1OC[C@@H](F)O1.FBCCF" total_charge=0
F -0.850 2.392 0.050 -1.476 0.301 -0.844 0.0809
B -1.930 2.883 -0.672 0.144 -0.844 0.247 -0.1844
C -3.272 2.072 -0.989 0.274 0.436 0.427 -0.0881
C -4.612 2.897 -0.846 0.494 -0.329 -0.172 -0.1897
F -5.266 2.441 0.306 -0.012 -0.019 0.086 -0.0875
H -1.830 3.962 -1.117 0.630 -0.039 -0.049 0.0685
H -3.374 1.156 -0.378 -0.049 0.272 -0.372 0.1017
H -3.187 1.761 -2.055 0.071 0.095 0.543 0.1119
H -4.485 3.993 -0.719 -0.058 -1.119 -0.313 0.0897
H -5.261 2.649 -1.703 0.153 0.298 0.406 0.1162
C 1.583 0.454 0.849 -0.487 0.508 -0.075 -0.0597
C 2.319 -0.416 1.826 -0.190 -0.462 0.013 -0.3013
O 3.257 -1.083 1.002 0.035 0.478 0.186 0.1438
C 3.519 -0.241 -0.033 0.131 0.020 -0.492 -0.5376
O 4.440 -0.358 -0.771 0.048 -0.133 -0.111 0.1761
O 2.596 0.747 -0.114 0.160 -0.280 0.271 0.0905
F 1.491 -1.337 2.386 0.099 -0.002 0.107 0.0686
H 0.758 -0.071 0.361 0.070 -0.154 0.135 0.1514
H 1.199 1.364 1.305 0.189 0.101 -0.187 0.1234
H 2.845 0.130 2.612 -0.084 -0.156 0.100 0.1784
C 5.486 -3.228 -2.690 0.139 -0.248 0.665 -0.0547
C 5.187 -1.997 -3.492 0.428 0.465 -0.216 -0.3191
O 4.785 -2.525 -4.748 -0.256 -0.207 0.461 0.1408
C 4.239 -3.741 -4.481 -0.187 -0.312 -0.199 -0.5520
O 3.558 -4.352 -5.234 -0.076 -0.123 -0.152 0.1699
O 4.558 -4.167 -3.233 0.007 0.238 -0.215 0.0745
F 6.300 -1.242 -3.671 -0.119 0.032 -0.054 0.0782
H 6.505 -3.588 -2.845 -0.010 0.158 -0.144 0.1465
H 5.321 -3.083 -1.624 -0.187 -0.098 -0.075 0.1375
H 4.387 -1.378 -3.085 0.154 0.107 -0.018 0.1589
C -0.991 7.225 0.800 0.242 -0.042 0.674 -0.0454
C -1.399 8.192 -0.275 0.442 0.128 -0.391 -0.3087
O -1.983 7.342 -1.251 -0.205 0.078 0.434 0.1513
C -2.484 6.280 -0.574 -0.339 -0.266 -0.039 -0.5510
O -3.263 5.501 -1.022 0.037 0.830 -0.076 0.1217
O -1.992 6.212 0.683 -0.035 0.154 -0.301 0.0800
F -0.325 8.814 -0.818 -0.137 0.033 -0.025 0.0806
H -0.007 6.789 0.615 -0.027 0.117 -0.165 0.1506
H -0.997 7.670 1.793 -0.179 -0.185 0.016 0.1461
H -2.130 8.939 0.043 0.091 0.072 -0.107 0.1765
C -0.259 -4.050 2.631 0.750 -0.050 -0.052 -0.0572
C -1.478 -3.175 2.675 -0.278 0.005 -0.491 -0.3176
O -2.512 -4.098 2.969 0.378 0.256 0.274 0.1354
C -1.935 -5.105 3.683 -0.104 -0.566 0.258 -0.5519
O -2.535 -5.905 4.315 -0.054 -0.032 -0.042 0.1828
O -0.582 -5.065 3.584 -0.321 0.265 -0.096 0.0783
F -1.727 -2.604 1.468 -0.065 0.083 0.126 0.0687
H -0.108 -4.506 1.650 -0.185 0.150 -0.057 0.1478
H 0.647 -3.519 2.915 -0.032 -0.169 0.170 0.1237
H -1.449 -2.400 3.446 -0.059 0.082 -0.138 0.1701
C -1.586 2.393 2.992 -0.457 -0.084 -0.497 -0.0598
C -1.395 1.944 4.411 0.389 -0.300 0.120 -0.3038
O -0.436 2.866 4.900 -0.498 0.017 -0.111 0.1390
C -0.619 4.017 4.195 0.246 0.547 -0.055 -0.5491
O -0.179 5.072 4.507 0.072 -0.003 -0.029 0.1814
O -1.373 3.802 3.089 0.081 -0.224 0.278 0.0770
F -0.871 0.690 4.469 -0.034 0.071 0.079 0.0686
H -0.849 1.962 2.315 0.032 -0.105 0.188 0.1138
H -2.583 2.172 2.611 0.005 0.230 -0.012 0.1493
H -2.296 1.991 5.026 0.090 -0.163 0.052 0.1775
C 0.161 -5.567 -4.362 0.120 0.139 -0.746 -0.0552
C -0.582 -6.340 -3.312 0.271 -0.499 0.151 -0.3150
O -0.068 -5.797 -2.107 -0.330 0.256 -0.291 0.1360
C 0.288 -4.515 -2.389 0.300 0.453 0.136 -0.5530
O 0.507 -3.687 -1.568 0.067 -0.007 0.084 0.1648
O 0.354 -4.301 -3.726 -0.174 -0.291 0.362 0.0751
F -0.284 -7.662 -3.361 -0.119 0.060 0.071 0.0770
H 1.132 -6.007 -4.597 -0.052 -0.090 0.152 0.1437
H -0.408 -5.458 -5.284 0.013 0.231 0.087 0.1431
H -1.667 -6.211 -3.337 0.023 -0.163 0.050 0.1744


(2)
57
Properties=species:S:1:pos:R:3:forces:R:3:lowdin_charge:R:1 method="wB97M-V/def2-TZVPD" max_force_ev_per_a=0.5 total_charge=-1 relative_energy_kj_mol=53.26
In -0.437 1.304 0.523 -0.281 0.413 0.177 0.4057
O 1.160 4.138 -2.298 0.073 0.032 -0.063 0.0982
C 0.762 3.488 -1.356 0.013 0.006 0.103 -0.4280
N -0.185 2.498 -1.352 0.108 -0.050 0.029 0.0575
C -0.692 2.016 -2.520 -0.174 -0.028 0.045 -0.4386
O -0.312 2.178 -3.659 -0.010 0.046 -0.100 0.0965
C -1.956 1.197 -2.284 0.110 0.067 0.068 -0.1936
C -2.810 0.911 -3.336 -0.016 -0.005 0.001 0.0111
C -3.996 0.254 -3.060 -0.001 0.003 -0.012 -0.0475
C -4.289 -0.098 -1.750 0.022 0.021 0.017 -0.0568
C -3.367 0.202 -0.761 -0.021 -0.043 0.083 -0.1493
N -2.229 0.833 -1.033 0.240 -0.248 -0.037 0.0247
C 1.276 3.835 0.036 -0.153 0.012 -0.157 -0.1891
C 2.379 4.656 0.184 -0.034 0.018 0.060 0.0132
C 2.791 4.962 1.470 0.025 0.008 -0.038 -0.0408
C 2.078 4.471 2.553 -0.057 -0.013 0.023 -0.0362
C 0.987 3.654 2.314 0.013 0.030 0.002 -0.1062
N 0.608 3.343 1.077 0.242 -0.253 -0.005 0.0404
H -2.524 1.221 -4.331 0.004 0.006 -0.010 0.1205
H -4.692 0.025 -3.857 -0.013 -0.007 -0.011 0.1070
H -5.211 -0.599 -1.492 -0.017 -0.009 0.004 0.1081
H -3.527 -0.045 0.283 -0.015 -0.030 -0.006 0.0865
H 2.888 5.012 -0.698 0.008 0.009 -0.023 0.1217
H 3.671 5.572 1.627 0.012 0.021 0.010 0.1082
H 2.371 4.690 3.569 0.012 0.013 0.013 0.1066
H 0.406 3.212 3.115 0.022 -0.008 0.013 0.0987
C 2.052 -2.778 -0.423 -0.021 0.022 -0.008 -0.5299
C 0.924 -3.087 -1.405 -0.019 -0.054 0.033 -0.5062
S -0.445 -1.891 -1.421 0.158 -0.003 -0.085 0.8508
C -1.852 -3.016 -1.280 -0.048 0.023 -0.060 -0.5420
C -1.957 -3.825 0.012 -0.050 0.014 -0.088 -0.5345
S -1.895 -2.776 1.484 0.022 -0.023 0.030 0.8400
C -0.627 -3.612 2.473 0.007 -0.026 0.046 -0.5417
C 0.732 -3.869 1.822 -0.042 -0.071 0.029 -0.5316
S 1.577 -2.370 1.269 0.049 0.107 -0.016 0.8292
H 2.604 -1.897 -0.750 0.004 0.039 0.022 0.0503
H 2.759 -3.611 -0.431 -0.011 -0.006 0.003 0.0786
H 0.491 -4.063 -1.183 -0.004 -0.020 -0.012 0.0562
H 1.346 -3.149 -2.410 -0.003 0.004 0.006 0.0739
H -1.861 -3.688 -2.143 -0.007 -0.024 0.026 0.0782
H -2.726 -2.371 -1.379 0.017 0.020 -0.008 0.0441
H -1.160 -4.564 0.066 0.029 -0.007 0.022 0.0520
H -2.896 -4.383 -0.014 0.001 0.008 0.037 0.0702
H -1.025 -4.563 2.838 0.003 0.027 -0.003 0.0720
H -0.509 -2.959 3.339 0.005 0.044 -0.030 0.0641
H 0.635 -4.558 0.983 0.019 0.009 -0.030 0.0547
H 1.357 -4.375 2.562 -0.017 -0.006 -0.012 0.0706
S -1.986 0.974 4.903 0.041 -0.088 -0.132 0.4150
C -1.508 1.019 3.318 0.020 0.197 0.007 -1.7908
S -2.405 1.860 2.076 -0.036 0.032 0.083 0.4573
S -0.025 0.278 2.763 -0.152 -0.132 -0.008 0.4492
B 4.418 0.735 0.014 -0.093 -0.037 0.001 -0.4166
C 2.833 0.700 -0.024 0.030 0.075 -0.065 -0.2027
N 1.677 0.684 -0.075 0.023 -0.120 0.037 0.0801
H 4.765 0.377 1.119 -0.017 0.000 -0.011 0.0005
H 4.749 1.880 -0.219 -0.013 -0.011 -0.006 -0.0059
H 4.807 -0.026 -0.851 -0.008 -0.002 0.005 -0.0037


(3)
83
Properties=species:S:1:pos:R:3:forces:R:3:lowdin_charge:R:1 method="wB97M-V/def2-TZVPD" max_force_ev_per_a=6.2 energy_ev=-435997.025 total_charge=+1
O 0.381 -6.019 0.241 0.386 -0.364 -0.778 0.0426
N 0.134 -4.694 0.305 -4.263 -0.184 3.695 -0.1384
C -0.873 -4.248 1.199 2.279 4.564 -3.533 -0.1041
N -0.924 -2.802 1.086 2.615 -4.361 -2.004 0.0961
C 0.104 -2.525 0.122 -1.206 -1.368 1.085 -0.3233
N 0.384 -1.264 -0.230 -0.359 0.145 -0.345 -0.3984
Br -0.682 0.075 0.587 0.883 -0.840 -0.069 0.9246
C 1.423 -0.777 -1.169 0.827 1.530 0.508 -0.1558
C 2.768 -0.505 -0.343 0.366 0.586 -0.393 -0.1444
O 2.622 0.697 0.489 -0.060 -0.954 0.273 -0.2081
C 2.606 0.344 1.891 -0.501 -1.072 0.285 -0.0956
C 2.195 1.585 2.848 1.233 0.074 -3.160 -0.2708
F 3.400 2.169 3.283 -2.424 -0.892 -0.048 0.0794
F 1.578 2.535 1.990 0.690 -1.541 2.143 0.0601
C 1.228 1.127 4.020 -0.799 -0.995 1.381 -0.2315
F -0.127 1.036 3.628 2.828 0.462 0.284 0.0636
F 1.574 -0.186 4.439 -0.171 2.421 -1.062 0.0276
C 1.253 2.031 5.331 -0.691 -0.584 1.332 -0.2526
F 2.510 2.067 5.969 -2.354 0.118 -1.772 0.0991
F 0.392 1.387 6.263 1.479 1.211 -1.805 0.0774
C 0.661 3.503 5.158 -0.313 1.567 1.713 -0.1781
F 1.368 4.298 4.244 -1.459 -1.854 0.993 0.0560
F -0.740 3.505 4.916 2.938 -0.308 -0.311 0.0388
N 0.749 -3.680 -0.393 -0.878 1.319 1.724 0.0449
C 1.801 -3.947 -1.395 0.530 -0.774 -1.460 -0.1075
C 1.136 -3.908 -2.857 0.982 0.589 -0.219 -0.2142
C 1.264 -5.253 -3.692 -0.746 0.879 -1.159 -0.5333
Cl 0.701 -6.758 -2.816 0.312 0.894 -0.415 0.5506
H -0.371 -6.424 -0.252 0.743 0.319 -0.009 0.1243
H -1.541 -4.861 1.868 1.036 0.544 -1.327 0.1204
H 1.565 -1.402 -2.103 -0.236 0.428 1.360 0.1102
H 1.079 0.256 -1.531 0.435 -1.560 0.490 0.1362
H 3.613 -0.282 -1.085 -1.093 -0.424 1.057 0.1434
H 3.057 -1.342 0.367 -0.357 0.578 -1.220 0.1269
H 3.621 -0.095 2.169 -1.205 0.885 0.061 0.1601
H 1.842 -0.497 2.013 0.833 1.156 0.180 0.1135
H 0.777 4.011 6.178 -0.075 -0.786 -1.413 0.1888
H 2.688 -3.230 -1.314 -1.544 -0.850 0.206 0.1337
H 2.232 -4.998 -1.250 -0.860 1.472 0.273 0.1324
H 0.073 -3.504 -2.773 1.267 -0.910 -0.179 0.1302
H 1.713 -3.108 -3.450 -0.862 -1.216 0.606 0.1188
H 0.575 -5.138 -4.602 0.994 -0.292 1.374 0.0946
H 2.295 -5.460 -4.112 -1.136 0.303 0.914 0.0933
C 0.090 -4.145 5.408 0.096 0.165 0.483 -1.4808
Cl -0.040 -4.404 3.657 0.417 -0.031 0.947 0.6266
Cl 1.203 -2.822 5.757 -0.129 -0.260 -0.061 0.5788
Cl -1.502 -3.823 6.107 0.162 -0.138 -0.125 0.5637
H 0.484 -5.052 5.861 -0.101 0.118 -0.132 0.0233
C -4.172 1.849 -0.842 -0.110 -0.029 0.031 -1.5044
Cl -2.697 1.160 -1.535 -0.490 0.365 -0.425 0.4661
Cl -5.474 1.869 -2.040 0.088 0.026 0.038 0.5658
Cl -4.658 0.938 0.593 0.040 0.104 -0.082 0.5325
H -3.965 2.874 -0.543 -0.024 -0.173 -0.076 0.0256
C -4.896 -1.959 5.852 -0.151 0.043 0.080 -1.5589
Cl -5.798 -3.473 5.701 0.130 0.064 0.034 0.5186
Cl -4.744 -1.176 4.272 0.099 -0.034 0.058 0.5014
Cl -5.681 -0.878 7.010 0.132 -0.121 -0.113 0.5359
H -3.899 -2.187 6.219 -0.170 0.075 -0.088 -0.0318
C 4.468 3.309 -0.578 -0.172 0.088 0.117 -1.5428
Cl 5.744 2.484 -1.484 -0.058 -0.055 0.024 0.5221
Cl 5.160 4.395 0.627 -0.051 -0.170 0.129 0.5273
Cl 3.400 4.195 -1.679 -0.360 -0.560 0.176 0.4924
H 3.875 2.559 -0.057 0.107 0.147 -0.161 -0.0256
C -3.473 0.891 -5.542 -0.049 0.103 -0.084 -1.5489
Cl -3.308 -0.871 -5.584 -0.012 0.066 0.063 0.5049
Cl -1.882 1.662 -5.467 -0.098 -0.029 0.046 0.4936
Cl -4.376 1.464 -6.949 0.081 -0.061 0.183 0.5397
H -4.027 1.161 -4.646 0.106 -0.065 -0.132 -0.0302
C -9.083 2.363 -0.721 -0.093 0.025 0.029 -1.5611
Cl -9.433 3.988 -1.326 0.090 -0.129 0.032 0.5210
Cl -9.503 2.231 0.992 0.089 -0.003 -0.125 0.5204
Cl -9.947 1.146 -1.670 0.124 0.071 0.052 0.5187
H -8.016 2.183 -0.826 -0.187 0.025 0.031 -0.0476
C 1.209 0.935 -8.208 0.136 0.108 -0.071 -1.5448
Cl 1.467 2.450 -7.333 -0.069 -0.123 -0.065 0.5148
Cl 2.624 0.533 -9.189 -0.173 0.031 0.078 0.5293
Cl 0.839 -0.378 -7.081 -0.037 -0.005 -0.045 0.4793
H 0.357 1.064 -8.873 0.128 -0.042 0.142 0.0191
C 5.455 7.988 -2.129 0.139 0.008 -0.058 -1.5274
Cl 5.639 6.229 -2.140 0.332 0.603 -0.199 0.4856
Cl 7.036 8.781 -2.099 -0.146 -0.029 0.042 0.5260
Cl 4.518 8.524 -3.531 0.024 -0.034 0.134 0.5222
H 4.915 8.270 -1.229 0.094 -0.058 -0.160 0.0183


(4)
49
Properties=species:S:1:pos:R:3:forces:R:3:lowdin_charge:R:1 method="wB97M-V/def2-TZVPD" max_force_ev_per_a=0.6 smiles="Cc1cc(C)c(OCC(=O)Nc2ccc(N3CCOCC3)cc2)c(Br)c1" total_charge=0 relative_energy_kj_mol=293.76
C -1.065 -3.975 -1.322 0.032 0.043 -0.017 -0.0476
C -1.448 -2.805 -0.468 -0.046 0.043 0.083 -0.2783
C -0.531 -2.246 0.411 -0.182 0.077 0.000 -0.0954
C -0.891 -1.134 1.136 0.019 0.153 0.239 -0.5591
C -2.145 -0.522 1.031 0.295 -0.305 -0.038 -0.2802
C -3.111 -1.154 0.241 0.025 0.211 0.160 -0.1759
C -2.721 -2.263 -0.507 0.228 -0.011 -0.009 -0.0081
H -3.464 -2.731 -1.138 -0.113 -0.053 -0.055 0.1152
C -4.564 -0.770 0.216 -0.024 0.121 0.013 -0.0171
H -5.123 -1.512 -0.350 -0.030 -0.022 0.003 0.0819
H -4.968 -0.749 1.227 -0.097 0.030 0.024 0.0931
H -4.742 0.198 -0.243 -0.129 0.017 0.004 0.0684
O -2.243 0.618 1.776 -0.240 -0.229 -0.014 -0.1062
C -3.218 1.611 1.577 -0.351 0.190 0.154 -0.0870
H -2.876 2.447 2.199 -0.123 -0.085 -0.106 0.1427
H -4.198 1.300 1.960 0.156 0.107 -0.173 0.1314
C -3.456 2.144 0.164 -0.095 -0.101 0.115 -0.4862
O -4.547 2.603 -0.124 -0.138 0.071 0.188 0.0511
N -2.475 2.064 -0.755 0.096 0.050 -0.602 0.1514
C -1.097 1.781 -0.599 0.366 -0.044 -0.018 -0.2620
C -0.496 0.835 -1.418 -0.161 0.267 0.189 -0.0231
C 0.847 0.549 -1.294 0.233 0.061 -0.037 -0.0228
C 1.641 1.213 -0.349 -0.400 0.211 -0.139 -0.2591
C 1.029 2.206 0.432 0.050 -0.011 -0.055 -0.0578
C -0.316 2.476 0.316 -0.024 -0.131 -0.240 -0.0228
H -0.765 3.240 0.933 -0.052 0.110 0.058 0.1224
H 1.612 2.774 1.137 0.086 0.060 0.090 0.1064
N 2.972 0.932 -0.200 0.334 -0.157 0.020 -0.0904
C 3.664 0.053 -1.117 0.195 -0.059 -0.010 -0.1479
H 3.406 0.324 -2.145 0.027 -0.080 0.033 0.1284
C 5.169 0.228 -0.929 -0.113 0.042 -0.336 -0.1878
H 5.717 -0.400 -1.636 -0.102 0.101 0.002 0.1265
O 5.602 -0.150 0.361 0.062 -0.032 0.072 -0.1278
C 4.617 0.042 1.358 -0.186 0.078 0.220 -0.1825
H 4.026 -0.876 1.484 0.045 0.091 0.009 0.1247
C 3.671 1.199 1.042 0.287 -0.028 0.070 -0.1454
H 4.243 2.134 0.973 -0.060 -0.020 0.165 0.1325
H 2.953 1.279 1.860 0.051 0.043 -0.023 0.0998
H 5.154 0.236 2.289 -0.108 -0.004 -0.025 0.1275
H 5.433 1.279 -1.119 -0.033 -0.124 -0.018 0.1282
H 3.398 -1.003 -0.955 -0.018 0.021 -0.112 0.1326
H 1.269 -0.217 -1.924 0.076 -0.091 -0.047 0.1005
H -1.095 0.299 -2.141 -0.084 -0.092 -0.029 0.1217
H -2.769 2.338 -1.686 -0.084 0.030 0.217 0.1643
Br 0.330 -0.417 2.395 0.175 -0.275 0.110 0.8738
H 0.454 -2.671 0.530 0.119 -0.021 0.025 0.1100
H -0.427 -3.646 -2.142 0.036 -0.067 -0.088 0.0809
H -0.510 -4.709 -0.741 0.031 -0.103 -0.016 0.0801
H -1.945 -4.453 -1.744 -0.029 -0.082 -0.054 0.0750